No. 1
14
Properties=species:S:1:pos:R:3:forces:R:3:nbo_charge:R:1 method="wB97M-V/def2-TZVPD" charge=+1 lumo_energy_ev="-5.52 / -5.15" relative_energy_ev=3.023 orbital_gap_ev="7.49 / 7.91"
C 0.77126 0.06042 0.85885 -0.585 0.974 -2.167 0.66
C -0.79207 0.05581 -1.36622 -0.222 -0.829 -0.069 -0.32
C -1.40624 -0.33609 -0.01394 -0.378 0.448 -0.655 -0.21
N 0.09208 1.14672 -1.16302 0.387 -0.021 2.270 -0.52
N -0.32491 -0.59320 0.94210 -0.177 -0.531 0.555 -0.58
N 1.88059 0.17131 1.49679 0.392 -0.064 0.614 -0.77
I 1.65221 1.41129 -2.34158 0.303 -0.124 -0.422 0.49
H -0.34240 -0.81881 -1.85158 -0.014 0.052 0.008 0.21
H -1.61347 0.41161 -2.00411 0.035 0.011 0.015 0.27
H -2.02799 0.48067 0.36339 0.042 -0.140 -0.005 0.23
H -2.01180 -1.23586 -0.12311 0.062 0.055 0.065 0.24
H -0.55306 -1.25864 1.68230 0.296 0.155 -0.031 0.43
H 2.60827 0.76724 1.11965 -0.078 -0.049 -0.006 0.45
H 2.06755 -0.26249 2.40048 -0.065 0.064 -0.173 0.43

---

No. 2
14
Properties=species:S:1:pos:R:3:forces:R:3:nbo_charge:R:1 method="wB97M-V/def2-TZVPD" lumo_energy_ev="-0.43 / -0.43" relative_energy_ev=5.289 orbital_gap_ev="7.33 / 7.34"
C -0.02625 1.70317 -0.84002 0.027 0.251 -0.271 -0.59
C 0.15471 0.52067 0.05681 0.676 0.183 -0.491 -0.33
C 0.47894 -0.81770 -0.54730 0.222 -0.083 0.051 -0.51
C -0.20366 -2.00109 0.07578 -0.054 0.149 0.432 0.47
O -0.97765 -1.90526 1.00588 -0.234 0.245 -0.155 -0.54
C 0.17346 0.68745 1.36638 -0.570 -0.376 -0.094 0.28
N -0.00151 0.76056 2.57629 -2.980 -1.969 -1.583 -0.46
H -0.15476 2.62263 -0.26093 0.022 -0.137 -0.129 0.22
H -0.89608 1.59219 -1.49896 0.062 0.001 0.036 0.20
H 0.85963 1.82306 -1.47413 -0.116 0.176 -0.059 0.20
H -1.31026 -0.10759 1.90667 2.828 1.380 2.325 0.45
H 0.28129 -0.82756 -1.62764 -0.024 0.016 0.150 0.25
H 1.54880 -1.03151 -0.45129 0.196 -0.199 -0.199 0.24
H 0.07333 -3.01903 -0.28756 -0.055 0.363 -0.012 0.13

---

No. 3
16
Properties=species:S:1:pos:R:3:forces:R:3:nbo_charge:R:1 method="wB97M-V/def2-TZVPD" charge=-1 lumo_energy_ev=3.23 relative_energy_ev=0.064 orbital_gap_ev=7.52
C 1.33613 -0.53474 0.09703 -0.054 0.572 0.712 0.44
C -0.96911 -0.12620 -0.83326 1.173 0.844 2.548 0.28
C 0.35774 -0.42482 -0.97582 -0.265 -0.367 -0.777 -0.35
C 1.02434 -0.76873 -2.28775 -0.165 -0.103 0.163 -0.60
O -2.92716 0.58370 2.64168 0.448 0.075 -0.403 -0.88
O 2.20554 -1.38043 0.14492 0.122 -0.086 -0.137 -0.62
O -0.65728 -0.11776 3.18035 -0.138 0.154 -0.341 -0.87
O -1.09944 2.18658 2.37925 0.034 -0.321 -0.130 -0.90
O -1.53219 0.24696 0.30620 -0.519 -0.128 -0.522 -0.83
S 1.42249 0.76589 1.33631 0.960 -0.266 -0.345 -0.07
S -1.51717 0.82361 2.53558 -1.282 -0.401 0.165 2.51
H -1.61830 -0.14142 -1.70855 -0.128 -0.022 -0.080 0.14
H 1.91950 -0.14893 -2.39123 -0.002 -0.018 -0.200 0.20
H 0.37236 -0.58351 -3.13618 -0.148 -0.002 -0.141 0.19
H 1.36036 -1.80589 -2.29665 -0.009 -0.061 -0.143 0.21
H 0.32218 1.42569 1.00812 -0.028 0.131 -0.371 0.15

---

No. 4
18
Properties=species:S:1:pos:R:3:forces:R:3:nbo_charge:R:1 method="wB97M-V/def2-TZVPD" lumo_energy_ev=0.94 relative_energy_ev=4.388 smiles="O=CN1[C@@H]2C=C[C@H]1CC2" orbital_gap_ev=10.55
O 0.48489 0.37946 3.04223 1.211 -0.769 -1.411 -0.60
C 1.06591 0.01133 2.02058 3.357 1.761 1.900 0.58
N 0.45043 -0.28351 0.89358 -2.671 2.561 0.855 -0.46
C 0.85487 -0.43344 -0.40217 7.066 -6.682 -0.642 -0.10
C 0.95857 0.71702 -1.20935 -2.274 5.733 -1.795 -0.23
C -0.07384 1.48539 -0.63877 0.768 0.356 0.336 -0.20
C -0.65489 0.60400 0.53690 -0.312 -0.113 -0.765 -0.12
C -1.49240 -0.38313 -0.21779 -0.892 0.424 -2.749 -0.40
C -0.31560 -1.24138 -0.92895 -2.787 0.953 -1.333 -0.40
H 2.28801 0.07607 1.85215 -2.470 -0.691 0.908 0.10
H 1.95718 -0.90213 -0.20429 -2.259 -0.004 -1.486 0.21
H 1.55081 0.80186 -2.26853 -1.653 -0.107 3.128 0.26
H -0.66977 2.46722 -0.75462 1.551 -1.628 -0.606 0.24
H -1.00609 0.98283 1.45202 -0.957 1.217 0.631 0.25
H -2.29695 0.07859 -0.89264 1.725 -0.145 0.131 0.20
H -2.17647 -0.93601 0.33081 -0.501 -1.594 1.873 0.22
H -0.34470 -2.24503 -0.60011 0.070 -1.044 0.400 0.22
H -0.57997 -1.17914 -2.01105 1.030 -0.229 0.625 0.22

---

No. 5
77
Properties=species:S:1:pos:R:3:forces:R:3:mulliken_charge:R:1 method="wB97M-V/def2-TZVPD" charge=-1 lumo_energy_ev="2.59 / 2.54" relative_energy_ev=0.000 s2=8.79 spin_multiplicity=6 orbital_gap_ev="2.28 / 6.54"
Ru -0.15691 -1.30996 -0.68806 2.346 -0.119 -0.503 0.19
N 2.31124 3.02957 -0.96486 0.367 -3.378 -0.158 -0.48
N 2.13786 0.16486 -1.70682 1.804 -1.841 0.462 0.86
C -1.64872 -2.68082 -0.08055 -0.961 0.411 0.044 0.45
C -2.01147 -2.06384 -1.32828 -0.674 -0.073 0.244 0.90
C -2.14249 -0.65264 -1.11091 -0.883 -0.350 0.487 0.45
C -2.60752 0.30988 -2.14016 0.029 0.183 -0.305 -1.18
H -1.99075 0.21722 -3.04057 -0.125 0.137 -0.028 0.30
H -2.54427 1.34440 -1.78880 0.009 -0.177 -0.118 -0.01
H -3.64166 0.07437 -2.42940 0.047 0.162 0.013 0.40
C -1.81794 -0.38406 0.26236 -0.763 -0.192 -0.020 0.86
C -1.81723 0.95370 0.90524 0.202 0.430 -0.069 -1.69
H -2.68848 1.53618 0.59395 0.025 -0.042 0.195 0.28
H -0.94213 1.52338 0.57486 -0.155 0.105 0.179 0.12
H -1.78972 0.86478 1.99427 -0.047 0.116 -0.070 0.34
C -1.52711 -1.63695 0.90018 -0.689 -0.111 0.096 0.81
C -1.17313 -1.82049 2.32907 0.344 -0.124 0.253 -1.88
H -1.55327 -0.98641 2.92573 0.029 -0.219 0.105 0.47
H -0.08568 -1.87212 2.45503 -0.127 0.040 0.190 0.04
H -1.57696 -2.76721 2.69807 -0.097 0.107 0.172 0.42
C -2.26110 -2.74209 -2.61998 -0.158 0.054 -0.203 -1.77
H -3.31832 -2.66021 -2.89071 -0.062 -0.182 -0.123 0.31
H -1.97801 -3.78987 -2.54180 -0.043 -0.065 -0.246 0.43
H -1.67129 -2.26883 -3.40836 -0.088 -0.159 -0.040 0.26
C -1.38123 -4.12160 0.14592 0.294 -0.215 0.045 -1.53
H -0.30258 -4.31330 0.21321 -0.181 -0.146 0.085 0.07
H -1.77466 -4.70431 -0.68852 -0.009 -0.166 0.177 0.47
H -1.84497 -4.44219 1.08236 -0.024 -0.211 -0.071 0.36
C 2.17083 4.26592 -0.51015 -0.453 2.570 0.464 -0.50
H 2.71832 4.53366 0.39676 0.107 -0.002 -0.235 0.35
C 1.34892 5.22911 -1.13016 -0.132 -1.138 -0.165 -0.30
H 1.34593 6.25378 -0.76100 -0.101 -0.129 -0.059 0.35
C 0.53961 4.80677 -2.19451 0.048 3.208 0.461 -0.72
H -0.11452 5.52263 -2.70079 0.200 -0.190 0.128 0.37
C 0.54512 3.47215 -2.56262 0.496 -3.381 -0.218 -0.39
H -0.05657 3.09661 -3.39040 -0.085 0.046 0.302 0.30
C 1.40307 2.54598 -1.86802 -0.622 1.105 -0.716 0.85
C 1.25048 1.14417 -2.11278 -0.357 1.810 -0.993 -1.25
H 0.38962 0.79537 -2.69303 0.247 0.089 0.209 0.13
C 1.72646 -0.84450 -0.85828 1.096 1.012 0.046 -0.97
C 3.49693 -0.06198 -2.04475 -0.911 0.579 0.571 -1.00
H 4.01743 0.53186 -2.77299 -0.041 0.121 0.045 0.49
C 3.93966 -1.06331 -1.26135 0.174 0.054 0.269 -0.30
H 4.92605 -1.49396 -1.17714 -0.104 0.086 0.028 0.54
N 2.86919 -1.49144 -0.46801 0.296 0.202 -0.483 1.20
C 2.93844 -2.26695 0.73184 -0.399 -0.090 -0.188 -0.23
C 3.12560 -3.64493 0.64590 -0.193 0.109 0.384 0.86
C 3.11809 -4.40002 1.82901 0.027 0.256 0.013 -1.23
H 3.23040 -5.48420 1.76115 0.048 0.242 0.074 0.28
C 2.92979 -3.78523 3.07344 -0.057 0.218 -0.452 0.77
C 2.94539 -4.52647 4.37502 -0.065 -0.190 0.286 -1.51
H 2.04334 -4.29987 4.95228 0.042 -0.078 -0.071 0.33
H 3.79080 -4.21691 4.99899 -0.013 -0.054 -0.130 0.31
H 3.00102 -5.60653 4.24240 0.011 -0.013 -0.043 0.37
C 2.69633 -2.41130 3.11000 0.050 -0.004 -0.397 -0.87
H 2.49821 -1.91469 4.05947 0.078 -0.147 -0.095 0.33
C 2.68571 -1.63284 1.95270 0.157 -0.229 -0.001 1.23
C 2.40293 -0.16914 2.05587 -0.246 0.465 0.401 -1.42
H 3.14251 0.46673 1.55121 -0.192 -0.217 0.001 0.36
H 2.39246 0.07424 3.12460 0.074 0.215 -0.185 0.43
H 1.41055 0.09905 1.65660 0.360 -0.193 -0.061 0.07
C 3.24302 -4.27168 -0.70965 0.043 -0.499 -0.304 -1.40
H 4.05007 -3.81274 -1.30145 -0.290 -0.214 0.156 0.30
H 2.30770 -4.17171 -1.28995 0.341 0.143 0.268 0.21
H 3.44620 -5.34429 -0.59945 0.045 0.191 -0.112 0.45
C -3.46640 4.86379 1.11567 0.097 0.002 -0.047 -0.90
N -3.82363 5.02517 -0.28662 -0.443 0.021 0.267 0.18
C -5.13520 5.57657 -0.58816 0.150 -0.072 -0.088 -0.93
C -3.21238 4.24858 -1.21496 1.435 -1.254 0.287 -0.01
O -2.28511 3.47110 -0.97529 -1.659 1.344 -0.370 -0.54
H -3.99988 5.63433 1.67563 0.105 -0.082 0.054 0.35
H -2.38954 5.01001 1.23598 -0.157 -0.152 -0.013 0.27
H -3.74136 3.87308 1.51286 0.095 0.233 -0.169 0.28
H -5.14696 5.87695 -1.64039 -0.137 0.016 0.181 0.35
H -5.95435 4.85853 -0.41524 0.193 0.120 -0.004 0.32
H -5.31201 6.45234 0.04153 0.020 -0.035 -0.174 0.29
H -3.64975 4.38477 -2.22422 0.210 -0.073 0.082 0.30

---

No. 6
40
Properties=species:S:1:pos:R:3:forces:R:3:nbo_charge:R:1 method="wB97M-V/def2-TZVPD" lumo_energy_ev=0.16 smiles="CNC(=O)[C@H](CC(N)=O)NC(C)=O.CC[C@H](Cl)C(=O)O" orbital_gap_ev=9.26
C -4.13364 -2.62169 -1.54273 0.073 0.305 0.639 -0.41
N -2.94781 -2.40152 -0.71893 0.876 -0.554 -0.662 -0.61
C -2.89764 -1.59814 0.34998 -0.778 0.998 -0.005 0.66
O -3.88514 -0.96537 0.71706 0.402 -0.062 0.196 -0.65
C -1.55701 -1.47199 1.11919 0.294 -0.302 0.208 -0.12
C -1.41178 -0.11574 1.84540 -0.150 -0.313 -0.384 -0.51
C -0.28448 -0.09264 2.86354 -0.415 -2.124 -0.252 0.66
N 0.30549 1.05189 3.11270 0.248 1.938 -0.047 -0.80
O 0.08580 -1.09053 3.45392 -0.202 -0.801 0.062 -0.64
N -0.33599 -1.70790 0.32841 -0.425 1.056 0.284 -0.62
C 0.08564 -2.88418 -0.13361 0.300 -0.886 -0.223 0.68
C 1.48568 -2.92882 -0.69982 0.075 0.065 0.421 -0.70
O -0.60515 -3.89359 -0.13922 -0.364 -0.256 0.087 -0.66
H -4.91855 -3.07854 -0.93733 -0.088 0.037 -0.125 0.21
H -3.89267 -3.28133 -2.37751 0.126 0.095 0.178 0.20
H -4.49973 -1.66760 -1.92528 -0.051 -0.078 0.010 0.21
H -2.13328 -2.98122 -0.88543 -0.215 -0.113 0.103 0.42
H -1.60090 -2.25118 1.88384 0.054 -0.062 0.074 0.25
H -1.25803 0.66987 1.10730 -0.097 0.184 -0.077 0.21
H -2.32903 0.10880 2.38907 -0.143 -0.054 -0.178 0.27
H 1.04493 1.02297 3.79021 0.077 0.285 0.050 0.41
H 0.04475 1.88252 2.61385 0.304 0.078 0.181 0.40
H 0.32643 -0.94451 0.27950 -0.108 -0.075 0.031 0.43
H 2.16603 -2.41994 -0.01806 0.139 0.101 -0.179 0.23
H 1.49914 -2.44026 -1.66997 0.139 0.053 -0.134 0.21
H 1.79145 -3.96927 -0.80416 -0.134 0.128 -0.061 0.24
C 3.00006 4.67205 -0.72049 0.085 0.004 0.113 -0.61
C 2.87129 3.15051 -0.70499 0.000 0.345 0.088 -0.41
C 1.41838 2.72538 -0.95016 0.245 -0.180 -0.892 -0.27
Cl 0.41214 3.10276 0.49851 0.157 -0.038 -0.769 -0.04
C 1.37000 1.23756 -1.29090 -0.084 -0.887 1.529 0.79
O 1.50067 0.41384 -0.39989 -0.048 0.604 -1.261 -0.62
O 1.21166 0.90689 -2.59278 0.119 0.717 0.933 -0.66
H 4.04270 4.96151 -0.55703 -0.177 0.007 -0.032 0.22
H 2.67617 5.07675 -1.68455 0.053 -0.003 0.123 0.21
H 2.39097 5.12111 0.07014 0.103 -0.022 -0.141 0.22
H 3.21681 2.75283 0.25570 -0.134 -0.103 -0.200 0.23
H 3.51537 2.73708 -1.48897 -0.179 -0.122 0.024 0.22
H 1.01764 3.27279 -1.80816 -0.111 0.110 0.321 0.24
H 1.21164 -0.06115 -2.62834 0.033 -0.077 -0.030 0.51

---

What did the first record say?
14
Properties=species:S:1:pos:R:3:forces:R:3:nbo_charge:R:1 method="wB97M-V/def2-TZVPD" charge=+1 lumo_energy_ev="-5.52 / -5.15" relative_energy_ev=3.023 orbital_gap_ev="7.49 / 7.91"
C 0.77126 0.06042 0.85885 -0.585 0.974 -2.167 0.66
C -0.79207 0.05581 -1.36622 -0.222 -0.829 -0.069 -0.32
C -1.40624 -0.33609 -0.01394 -0.378 0.448 -0.655 -0.21
N 0.09208 1.14672 -1.16302 0.387 -0.021 2.270 -0.52
N -0.32491 -0.59320 0.94210 -0.177 -0.531 0.555 -0.58
N 1.88059 0.17131 1.49679 0.392 -0.064 0.614 -0.77
I 1.65221 1.41129 -2.34158 0.303 -0.124 -0.422 0.49
H -0.34240 -0.81881 -1.85158 -0.014 0.052 0.008 0.21
H -1.61347 0.41161 -2.00411 0.035 0.011 0.015 0.27
H -2.02799 0.48067 0.36339 0.042 -0.140 -0.005 0.23
H -2.01180 -1.23586 -0.12311 0.062 0.055 0.065 0.24
H -0.55306 -1.25864 1.68230 0.296 0.155 -0.031 0.43
H 2.60827 0.76724 1.11965 -0.078 -0.049 -0.006 0.45
H 2.06755 -0.26249 2.40048 -0.065 0.064 -0.173 0.43